[1]
8
Properties=species:S:1:pos:R:3 method="wB97M-V/def2-TZVPD" homo_ev=-17.60 charge=+1 e_lumo_ev=-6.27 gap_ev=11.32 molar_mass_g_mol=63.06 e_above_lowest_kcal_mol=72.3 e_tot_ha=-249.50926
C 0.109 -0.056 0.046
N -0.360 1.162 0.027
N -0.252 -1.222 0.021
F 2.010 -0.020 0.054
H -1.198 1.559 0.421
H 0.305 1.904 -0.428
H -1.206 -1.538 -0.370
H 0.592 -1.787 0.229

[2]
8
Properties=species:S:1:pos:R:3 method="wB97M-V/def2-TZVPD" homo_ev=-17.27 charge=+1 e_lumo_ev=-4.25 gap_ev=13.02 molar_mass_g_mol=63.06 e_above_lowest_kcal_mol=21.6 e_tot_ha=-249.59012
C 0.989 0.149 -0.044
N 1.570 -0.194 -0.991
N 0.306 0.672 0.866
F -2.061 -0.523 -0.284
H 2.034 -0.893 -1.538
H -2.852 -0.996 -0.452
H -0.711 0.573 0.825
H 0.724 1.212 1.618